Formula: C3H4Br2O
Source: the Open Molecules 2025 dataset
Level of theory: the ωB97M-V functional and the def2-TZVPD basis

Properties
- Highest occupied orbital energy: -8.314 eV
- Maximum force: 4.67 eV Å⁻¹
- Orbital gap: 7.27 eV
- LUMO level: -0.038 Ha
- Net charge: 0

Geometry (Å):
C (-0.846, 0.609, 1.056)
C (1.678, 2.805, 2.655)
C (0.083, -1.405, 0.170)
O (0.045, 0.048, 0.315)
Br (0.994, 3.889, 1.309)
Br (0.389, 1.798, 3.543)
H (-1.227, -0.042, 1.821)
H (1.006, -1.908, 0.505)
H (-0.116, -1.650, -0.809)
H (-0.843, -1.767, 0.836)

Atoms 1-2, force components in eV/Å:
0.902 2.194 -0.715
0.629 0.089 -0.056